Formula: H33O17
Source: the Open Molecules 2025 dataset
Level of theory: ωB97M-V/def2-TZVPD

Results
energy above the lowest of the compared OMol25 structures with the same formula, charge and spin	597.8	kJ/mol
frontier orbital gap	8.92	eV
DFT total energy	-35341.24193	eV
LUMO	2.351	eV
highest occupied orbital energy	-6.566	eV
net charge	-1

Last column: Löwdin charge in e.
CARTESIAN COORDINATES (ANGSTROEM)
O  2.2606  0.3060  1.0823  0.0609
H  1.3770  0.2998  1.1010  -0.0519
H  2.6148  -0.5032  1.1925  -0.0152
O  4.9861  -1.9143  3.7228  -0.1273
H  4.7701  -2.3715  2.8316  0.0786
H  4.2659  -2.0803  4.3834  0.0501
O  1.3732  -3.9923  0.1076  -0.1421
H  1.2071  -2.9615  -0.2976  0.1339
H  1.7279  -4.5666  -0.5549  0.0027
O  -0.3807  5.3088  -2.1379  -0.1662
H  0.1195  5.5881  -3.0006  0.0733
H  -0.3918  4.2804  -2.1454  0.0137
O  -2.1799  3.2282  1.0184  -0.0490
H  -1.2138  2.3514  -2.8955  0.0798
O  -1.9032  -1.5890  3.1039  -0.1632
H  -2.4052  -0.3417  0.5452  0.0312
H  -1.1975  -1.4367  2.3626  0.0097
O  2.8802  -3.3937  -3.0941  0.0150
H  -3.7371  0.5098  -3.3931  0.0801
H  2.0153  -3.5142  -3.0610  -0.0552
O  -4.5016  1.1986  0.7821  -0.1128
H  -4.0552  1.2883  1.6385  0.0206
H  -2.2116  3.4100  0.0218  0.0773
O  -2.9645  1.0134  -3.0207  -0.0731
H  3.1610  -2.7823  -2.4349  0.0305
H  0.2112  1.9073  -2.0499  0.0770
O  -0.0567  -1.4837  -1.3215  -0.1397
H  -0.9473  -1.2416  -1.5328  -0.0110
H  -2.7759  1.1433  -2.1068  -0.0222
O  -0.1596  -3.7516  1.8381  -0.1934
H  -0.3599  -3.9433  0.9559  -0.0518
H  -0.0253  -1.1358  -0.3345  -0.0345
O  -0.6283  2.4213  -2.0740  -0.0867
H  4.9129  2.4053  0.3631  -0.0501
H  0.5737  -0.3609  -5.1375  0.1059
O  -0.0570  -1.1800  1.0787  -0.2794
H  0.3211  -0.6403  1.6745  -0.0415
H  -2.5785  3.8774  1.5247  -0.0095
O  -1.6271  1.2607  4.1787  -0.1126
H  -1.8320  0.6301  3.3808  0.0560
H  -1.7821  0.6261  4.8819  0.0119
O  -1.9277  -0.1225  -0.2605  -0.1010
H  -1.1057  -0.5272  0.1219  -0.0255
H  -3.7311  1.3876  0.1190  0.0481
O  1.2319  0.4186  -4.8775  -0.1191
H  -0.0994  -2.6374  1.5658  0.0720
H  0.9739  0.6009  -3.9583  0.0042
O  4.1721  2.8646  0.2254  -0.0101
H  3.6966  2.7181  1.0547  0.0419
H  -2.0165  -2.5725  2.8321  0.0696

Formula: C4H6N2O
Source: the Open Molecules 2025 dataset
Level of theory: ωB97M-V/def2-TZVPD

Results
energy above the lowest of the compared OMol25 structures with the same formula, charge and spin	271.0	kJ/mol
frontier orbital gap	9.99	eV
DFT total energy	-9270.69345	eV
SMILES	C=N/N=C\C(C)=O
LUMO	0.504	eV
highest occupied orbital energy	-9.484	eV
net charge	0

Last column: Löwdin charge in e.
CARTESIAN COORDINATES (ANGSTROEM)
C  0.5413  2.3915  -0.9361  -0.0216
N  0.5492  1.1000  -0.9517  -0.0522
N  1.4186  0.5995  0.0125  0.0066
C  0.8577  -0.2522  0.8119  -0.0841
C  -0.5887  -0.6484  0.7506  -0.4550
C  -0.8992  -1.8652  -0.0632  -0.0159
O  -1.4041  -0.0191  1.4107  0.0819
H  1.1390  2.9881  -0.2256  0.0786
H  -0.0953  2.9446  -1.6429  0.0698
H  1.4342  -0.7423  1.6099  0.1239
H  -1.9735  -2.0653  -0.0193  0.0889
H  -0.3655  -2.7255  0.3487  0.0895
H  -0.6138  -1.7057  -1.1054  0.0896